Entry 1:
Here is a molecular structure, C9H19N2O3Si from the OMol25 dataset. Energies are from ωB97M-V/def2-TZVPD.

The geometry in XYZ format:
```
34
Properties=species:S:1:pos:R:3:forces:R:3
H -0.041672 1.607845 2.814476 -1.028 -0.223 2.407
H 0.389964 -2.472740 1.745185 0.187 -1.193 -1.198
C 2.678255 -0.375513 -3.068325 1.262 -0.101 1.101
O -2.714372 0.301827 0.723054 -0.149 -0.292 -0.210
H 2.502213 0.350977 -3.842448 0.114 0.371 -0.306
Si -1.468406 -0.579441 1.198819 1.157 3.552 -0.166
H -2.039678 0.376582 4.142249 -1.192 0.024 0.402
C 1.309586 2.814220 1.533560 3.126 5.390 -0.108
H -3.203225 -0.717975 -0.992767 -0.996 1.559 -0.076
C 2.503837 0.220609 -1.644337 0.311 -0.116 -0.626
H 3.715091 -0.783521 -3.133828 -0.733 0.412 -0.238
C -0.074146 -2.826373 0.781075 -0.421 -0.141 -0.152
C 0.892992 1.417847 -0.158401 -0.058 -0.950 -1.143
H -4.646899 -0.158552 0.040271 1.365 0.332 -0.676
H 0.520434 -3.093735 -0.117404 0.417 0.240 1.174
H 2.552208 -0.617285 -0.937517 0.562 0.277 0.060
H 2.016472 -1.205515 -3.242032 -0.440 -0.360 0.035
H 3.355311 0.970720 -1.438097 -1.630 -1.001 -0.119
C -3.645644 0.151512 -0.409227 -0.734 0.291 0.176
O -1.121798 -0.662677 2.726825 -0.304 -0.640 0.789
H -2.686725 -1.424167 3.928533 0.178 1.029 0.093
H -1.156685 -0.977239 4.742654 -0.109 -0.210 -0.106
O -0.856844 -1.713735 0.342338 -0.540 -0.450 -1.532
H 0.375456 -0.072068 -1.553083 -0.922 -0.803 -0.211
C 0.447284 1.794641 1.944051 -1.396 -2.996 -2.703
C 1.043503 0.737770 -1.461342 1.939 1.206 1.554
H 2.005522 3.094645 -0.459970 1.191 2.323 -1.825
H 0.838117 1.526431 -2.132273 -0.341 0.636 -1.630
H -3.841255 1.216134 -0.929782 0.990 -2.717 0.981
H -0.795685 -3.651888 0.886521 0.540 0.121 0.537
C -1.870625 -0.675230 3.974546 1.099 -0.320 -0.366
N 1.646281 2.531364 0.213175 -0.238 -1.903 1.373
H 1.555734 3.864785 1.913585 -0.768 -1.987 -0.272
N 0.208444 0.993500 0.885728 -2.439 -1.357 2.983
```
Forces are in eV/Å.

Properties
Multiplicity: 3
Largest force on an atom: 6.23 eV Å⁻¹
Total energy: -26633.1404 eV
HOMO (alpha / beta): -7.95 / -14.13 eV
Total charge: +1
Lowest unoccupied orbital energy (alpha / beta): -0.0927 / -0.1957 hartree
Frontier orbital gap (alpha / beta): 5.42 / 8.81 eV

---

Entry 2:
Here is a gas-phase ion, C9H19N2O5S2 (charge -1) from the OMol25 dataset. Energies are from ωB97M-V/def2-TZVPD.

The geometry in XYZ format:
```
37
Properties=species:S:1:pos:R:3:forces:R:3
S -2.726437 0.089354 1.725652 -2.310 2.534 2.113
H 0.662485 -0.373305 -0.735679 1.335 0.180 1.008
C 1.604072 -0.161365 -0.115442 0.650 0.064 -0.197
H -0.835242 -1.896809 -2.215300 -0.521 0.593 -0.267
H -2.591194 -2.307179 2.130458 -0.814 0.799 -1.103
H -1.116531 -0.299947 -2.327808 -0.869 -0.508 -0.074
C 2.256675 1.206913 -0.647046 -0.269 0.267 0.558
H -2.347519 -3.255625 -0.213165 0.196 1.515 0.165
H 2.214747 1.199165 -1.797107 0.113 0.227 1.627
C 2.606561 -1.416465 -0.157097 -0.300 -0.364 0.075
H 4.808534 -0.760898 -0.199729 -1.144 -0.516 1.073
C 0.015557 2.548548 -0.706114 0.669 -1.837 -0.205
C 4.022719 -1.144947 0.539944 -0.252 0.014 0.110
H -0.167682 3.450083 -1.370574 -0.137 -0.929 1.401
S -1.372021 2.279855 0.532360 -2.139 2.704 0.743
C 1.470857 2.491754 -0.033838 0.348 -0.520 -1.390
C -2.157040 -2.129854 -0.047179 -0.312 -0.742 -0.052
H -4.109478 -1.890204 1.049877 1.446 0.608 0.496
O -2.456210 0.143420 3.211357 0.525 -0.936 -3.180
C -3.006307 -1.709839 1.252581 1.534 -0.472 -0.936
H 1.450497 2.425806 1.098615 -0.220 0.117 -1.435
O -3.753092 -0.939354 -1.587197 3.416 -1.730 1.033
H 1.257102 -0.020551 0.957471 0.395 -0.134 -1.307
N -1.426124 0.589631 0.744375 -1.391 1.194 0.680
H -0.051635 1.631727 -1.402079 -0.070 1.406 0.944
H 3.350004 1.339363 -0.334842 -1.409 -0.520 -0.415
O -2.598963 2.872257 -0.126700 2.865 -1.762 1.041
N -1.590175 -1.217632 -2.438695 0.460 -0.785 1.675
H 2.066048 3.416282 -0.342307 -0.875 -1.086 0.546
H 3.896398 -0.369595 1.374455 0.217 -1.064 -1.161
O -4.035179 0.782701 1.472741 2.678 -1.561 -0.380
H -1.023886 -2.037891 0.119207 -1.775 0.196 -0.239
O -0.966492 3.060452 1.759894 -0.380 -2.127 -2.353
H 2.097751 -2.278930 0.414186 0.688 1.278 -0.838
H 4.406405 -2.107303 1.024563 -0.414 1.326 -0.748
H 2.757956 -1.815259 -1.227708 -0.171 0.744 1.499
C -2.613161 -1.394358 -1.382128 -1.762 1.827 -0.507
```
Forces are in eV/Å.

Properties
Multiplicity: 1
SMILES: CCCCCCS(=O)(=O)N=[S@](=O)([O-])CCC(N)=O
Largest force on an atom: 4.03 eV Å⁻¹
Total energy: -44527.8826 eV
HOMO: -5.44 eV
Total charge: -1
Lowest unoccupied orbital energy: 0.1019 hartree
ΔE to the lowest compared entry with this formula, charge and spin: 1.177 eV
Frontier orbital gap: 8.21 eV

---

Entry 3:
Here is a gas-phase ion, C9H19N2S (charge +1) from the OMol25 dataset. Energies are from ωB97M-V/def2-TZVPD.

The geometry in XYZ format:
```
31
Properties=species:S:1:pos:R:3:forces:R:3
H 1.764934 -1.872417 2.746815 -0.598 -1.113 -0.870
C -0.905648 1.095074 -2.813930 -1.162 0.126 -0.948
H -0.030519 1.212050 0.724093 0.790 0.859 0.326
N 0.054424 0.215752 0.595899 1.256 1.107 0.436
C 2.315259 0.019884 1.905961 -0.051 -2.892 -1.262
H -1.612809 3.251214 -2.985526 -0.265 -1.027 0.109
H 2.048523 0.189147 -0.261315 -0.655 -0.039 -0.014
H -1.650856 0.160419 2.052921 1.928 -0.905 -1.556
H -1.939107 0.602369 -3.005751 1.787 0.276 0.962
H 2.464735 1.030432 2.191743 -0.111 1.004 0.076
H -0.995013 1.380526 -5.588381 -1.871 0.526 0.366
N -0.578138 1.256439 -1.393664 0.202 -2.402 0.350
H -0.140112 -1.911804 -0.362078 0.074 -0.314 0.187
H -0.563492 -1.275101 3.630423 1.697 1.987 -0.672
C 1.574354 -0.843405 2.926450 0.133 1.621 2.173
C -0.417558 -1.287921 -1.187944 0.461 -0.009 -1.200
S -2.181347 1.917781 -4.996478 2.665 0.264 -0.479
C -1.107803 2.436544 -3.542022 -0.786 0.190 -0.440
H -0.219956 2.972690 -3.871750 0.263 -0.550 -0.292
C -0.645364 -0.397456 1.749204 -3.117 0.869 1.241
H -1.293471 -1.694856 -1.624116 -1.216 0.028 -0.333
H -0.138579 0.451162 -3.358932 -0.825 0.817 0.699
H -0.113020 0.487280 3.567015 0.325 1.452 1.090
H 1.572634 -1.309938 0.518403 -0.577 -1.305 -0.471
H -0.929979 -1.373276 1.430759 -0.136 -0.831 -0.099
H 0.319020 -1.391877 -1.975301 0.426 -0.264 -0.215
H 2.068807 -0.798660 3.899506 -0.068 0.573 0.171
C -0.422829 0.136097 -0.815822 -0.639 0.470 0.636
C 0.088782 -0.421239 3.096942 -0.503 -4.238 -1.201
C 1.503003 -0.263643 0.577516 2.048 2.716 1.082
H 3.343268 -0.475899 1.732456 -1.478 1.006 0.147
```
Forces are in eV/Å.

Properties
Multiplicity: 1
SMILES: C/C(=N\CCS)[NH+]1CCCCC1
Largest force on an atom: 4.43 eV Å⁻¹
Total energy: -23448.1668 eV
HOMO: -11.78 eV
Total charge: +1
Lowest unoccupied orbital energy: -0.1034 hartree
ΔE to the lowest compared entry with this formula, charge and spin: 1.544 eV
Frontier orbital gap: 8.97 eV

---

Entry 4:
Here is a molecular structure, C9H19N3OS3Sb2Se4Tc from the OMol25 dataset. Energies are from ωB97M-V/def2-TZVPD.

The geometry in XYZ format:
```
42
Properties=species:S:1:pos:R:3:forces:R:3
S -1.650347 -1.971053 1.098675 0.114 -0.002 -0.027
H -4.562817 -1.415634 -2.479309 0.019 0.000 0.018
C 3.808238 -2.073335 2.059351 -0.003 0.004 -0.004
Sb -1.266731 2.762421 -2.503857 0.115 -0.029 -0.040
N 2.857287 0.179497 1.887919 0.006 0.022 0.005
C 0.779528 1.867794 1.328612 0.038 -0.075 0.020
H 3.932886 -0.510322 3.557814 -0.006 0.004 0.002
Tc -1.064454 0.103104 0.361159 0.116 0.262 0.090
H 4.132616 1.509689 0.933065 0.002 -0.001 0.002
H 3.918246 -2.160708 0.976911 -0.003 -0.002 0.002
H -3.265325 0.722500 -3.817203 0.001 0.030 0.017
N 1.421833 -1.616369 2.092066 0.003 -0.008 0.035
C -3.700981 -1.106185 -4.861072 -0.003 0.010 0.002
C 1.646759 -0.349426 1.777249 0.003 -0.003 -0.004
C 2.450415 -2.580471 2.497537 0.003 0.011 -0.006
C 3.949218 -0.620612 2.470869 -0.001 -0.017 -0.006
H 0.724860 2.242035 2.355074 -0.014 0.013 -0.008
Se -3.551007 0.511790 -0.397196 -0.034 0.180 -0.010
H 4.883372 -0.199246 2.106571 0.000 0.002 0.002
H 0.455857 -1.916248 2.071839 0.001 0.001 -0.014
H -4.996551 0.404413 -4.000015 0.002 0.010 -0.002
S -2.776615 1.045751 1.678007 -0.127 -0.100 0.061
H -3.701962 -0.653642 -5.852714 0.002 -0.005 -0.001
H -0.053796 2.334686 0.779921 -0.009 -0.002 -0.018
H 3.393847 2.128319 2.408343 -0.002 -0.002 0.005
H 2.412730 -2.708573 3.580422 -0.005 0.002 0.004
H -2.720094 -1.544458 -4.679165 0.000 0.000 -0.003
Sb -3.606487 -1.286110 2.331126 -0.004 -0.032 -0.056
Se -0.442466 0.422134 -1.977568 -0.110 -0.277 0.039
Se -2.171835 3.796265 -0.615377 -0.061 -0.004 0.119
H 2.110267 1.810851 -0.345503 0.001 0.001 -0.001
C -4.024925 -0.058861 -3.824165 -0.031 -0.025 0.002
N 0.583908 0.404803 1.324239 -0.033 0.023 -0.064
Se -0.839900 3.239647 -4.710676 0.000 0.043 -0.096
C 2.104142 2.197060 0.676225 0.013 0.011 -0.015
H 4.593225 -2.668539 2.521804 0.000 0.001 0.002
O -4.006104 -0.626324 -2.489071 -0.002 -0.027 -0.042
S -4.984801 -1.008867 0.375685 0.031 -0.011 -0.001
C 3.202130 1.556010 1.497735 -0.014 -0.012 0.000
H 2.260616 3.274103 0.634620 0.001 -0.001 -0.006
H 2.214303 -3.536669 2.034083 -0.006 0.000 0.001
H -4.449105 -1.901235 -4.864038 -0.001 0.002 -0.001
```
Forces are in eV/Å.

Properties
Multiplicity: 2
Largest force on an atom: 0.30 eV Å⁻¹
Total energy: -325311.3506 eV
HOMO (alpha / beta): -14.21 / -14.20 eV
Total charge: +2
Lowest unoccupied orbital energy (alpha / beta): -0.2952 / -0.2939 hartree
ΔE to the lowest compared entry with this formula, charge and spin: 1.055 eV
Frontier orbital gap (alpha / beta): 6.18 / 6.20 eV

---

Entry 5:
Here is a molecular structure, C9H19N6PdS2 from the OMol25 dataset. Energies are from ωB97M-V/def2-TZVPD.

The geometry in XYZ format:
```
37
Properties=species:S:1:pos:R:3:forces:R:3
C 3.331552 -3.649914 0.960602 -0.244 -0.450 -0.060
H -2.592453 0.139172 0.064427 -0.115 0.106 0.042
N -0.913871 0.026717 3.111785 0.482 0.005 -0.366
N 3.167248 -4.783170 0.885702 -0.058 -0.341 -0.061
C -3.114712 0.593204 2.108388 0.441 -0.316 -0.245
C 0.327249 0.102037 -3.840136 0.029 -0.036 0.251
Pd 0.288890 0.523336 1.071651 0.207 -0.327 1.856
H 1.011087 -1.182164 -2.209689 -0.059 0.096 0.147
H 0.810527 1.697151 -2.307899 0.195 -0.095 0.454
C 2.458536 -1.372916 0.976214 0.480 -0.258 -0.064
S 2.675346 0.330182 1.218977 -0.907 -0.099 0.006
H 0.957832 0.928455 -0.623600 0.715 0.174 -2.216
H -1.023294 0.753436 3.819900 0.129 -0.210 -0.164
H -4.133751 0.208394 2.079912 -0.036 0.057 0.035
H -2.045837 -1.290386 1.959619 -0.069 0.129 0.176
S 0.836146 -1.825009 0.638892 -0.197 0.409 0.166
C 4.817517 -1.784424 1.285445 0.402 0.276 0.063
C 3.512627 -2.260224 1.069706 -0.714 0.666 -0.046
N -1.531522 1.850181 0.623053 0.337 -0.047 0.011
H -1.578667 2.566702 1.348156 0.064 -0.035 -0.235
H -0.510438 -0.328289 -1.874908 0.200 -0.023 -0.051
H 2.193388 0.823470 -1.859181 -0.196 0.028 0.251
H -0.338077 -0.605957 -4.341429 0.068 0.052 0.073
H 1.305418 0.042659 -4.321623 -0.047 -0.010 -0.024
C -2.219665 -0.499151 2.701233 -0.442 -0.059 0.073
H -3.113267 1.462426 2.771067 -0.119 0.072 0.051
N 1.178831 0.891633 -1.733171 -0.155 0.087 0.799
H -1.138581 1.534636 -3.789428 0.075 0.064 -0.081
N 5.867023 -1.346404 1.432602 0.432 0.126 0.079
C 0.471032 -0.249533 -2.356163 -0.080 -0.375 -0.518
H -3.603441 1.584320 0.275584 0.103 -0.091 0.000
N -0.126985 1.492318 -3.874114 -0.366 0.128 -0.487
H -1.498114 2.334563 -0.271908 0.030 -0.002 0.232
H -0.343937 -0.724027 3.508994 -0.142 0.346 -0.075
H -2.744778 -0.949124 3.554339 0.096 0.006 -0.139
C -2.753732 1.026235 0.687146 -0.507 -0.105 0.021
H 0.114874 1.939466 -4.750143 -0.032 0.050 0.043
```
Forces are in eV/Å.

Properties
Multiplicity: 3
Largest force on an atom: 2.33 eV Å⁻¹
Total energy: -43724.4652 eV
HOMO (alpha / beta): -11.31 / -11.12 eV
Total charge: +1
Lowest unoccupied orbital energy (alpha / beta): -0.1090 / -0.2193 hartree
ΔE to the lowest compared entry with this formula, charge and spin: 1.354 eV
Frontier orbital gap (alpha / beta): 8.34 / 5.16 eV

---

Entry 6:
Here is a molecular structure, C9H19NO11P2Si2 from the OMol25 dataset. Energies are from ωB97M-V/def2-TZVPD.

The geometry in XYZ format:
```
44
Properties=species:S:1:pos:R:3:forces:R:3
H -4.679992 -0.120867 -4.291205 -0.003 0.117 0.079
H -2.445080 -2.201532 2.288052 0.028 -0.008 0.049
O -1.252894 1.847130 3.506250 -0.037 0.032 -0.090
O 1.740277 -2.284045 1.757016 -0.025 -0.033 -0.160
C -2.840989 -1.349027 2.838690 0.048 -0.087 -0.376
H -3.608245 -0.890897 2.213492 -0.028 0.088 0.101
O 2.453487 0.731362 -1.509941 -0.033 -0.230 -0.219
C -2.168043 0.835487 3.956571 0.036 0.006 0.186
H -2.069956 0.682109 5.028188 0.146 0.140 -0.006
H 2.900006 -3.970678 1.557751 -0.028 0.019 -0.079
O 1.479732 2.738116 -0.346838 -1.004 0.204 -1.148
H -3.297880 -1.711374 3.759928 0.040 0.031 0.035
O 2.150623 2.798755 -2.869752 -0.821 0.435 0.647
N -0.675018 2.311814 -5.207493 -0.454 0.944 0.254
Si -3.233629 0.147977 -4.197636 -0.628 0.267 -0.177
P 1.560071 1.881259 -1.684224 1.670 -1.248 0.045
C 3.037792 -2.902994 1.752257 0.322 0.099 0.306
H -2.655637 -0.738027 -3.173176 0.119 0.057 0.074
O 2.575884 -1.966037 -0.285258 -0.065 -0.174 0.104
O -0.265793 2.233021 1.524239 -0.120 0.199 0.220
H 4.149975 -1.261522 0.831266 -0.035 -0.011 0.092
C -0.875823 1.511678 2.257316 -0.008 -0.281 -0.144
H 3.247263 -3.257857 3.861966 0.050 -0.051 -0.019
H 4.423443 -2.843846 0.069073 -0.107 0.008 -0.141
Si -1.442920 2.325319 -3.604704 -0.163 -0.281 -0.319
C -1.385580 2.842348 -6.050963 -0.442 -1.038 -0.104
C 1.476485 -1.868516 0.484695 0.040 0.141 -0.116
C 3.689657 -2.218089 0.571682 0.119 -0.036 -0.147
O -2.140303 3.200594 -6.860318 0.538 0.402 -0.039
C -1.740887 -0.363566 3.139869 -0.390 -0.308 0.109
H 0.730725 2.377552 0.195747 0.363 0.398 0.325
H 1.577411 3.556802 -3.055210 0.221 0.075 -0.106
C 3.744416 -2.698003 3.069443 -0.300 0.063 0.230
O 0.417756 -1.475037 0.116545 -0.131 -0.111 0.024
H 4.780387 -3.031591 3.008721 -0.006 -0.019 -0.046
O -3.003105 1.767547 -3.814232 0.881 -0.610 0.024
O -1.269406 0.272444 1.939987 0.088 0.187 0.085
H -2.638113 -0.137653 -5.515098 0.134 -0.003 -0.001
H -3.185534 1.163252 3.731359 -0.003 -0.070 -0.074
H 3.723208 -1.646257 3.356937 0.085 0.033 -0.120
H -0.892267 -0.873740 3.603225 0.059 0.084 -0.020
H -1.547878 3.699600 -3.094456 0.122 0.068 0.010
P -0.414456 1.054916 -2.115039 -0.636 0.228 0.895
H -0.129170 -0.167926 -2.744726 0.359 0.273 -0.245
```
Forces are in eV/Å.

Properties
Multiplicity: 1
Largest force on an atom: 2.09 eV Å⁻¹
Total energy: -67992.4013 eV
HOMO: -9.06 eV
Total charge: 0
Lowest unoccupied orbital energy: 0.0200 hartree
Frontier orbital gap: 9.60 eV